Run a
DFT (ωB97M-V with the def2-TZVPD basis set) results for C9H9N3 in the gas phase.

Orbital gap, eV: 8.116
SMILES: Cc1cc2c(N)cccc2nn1
Spin multiplicity: 1
Lowest unoccupied orbital energy, eV: -0.27

CARTESIAN COORDINATES (ANGSTROEM)
C -3.480 0.733 0.179
C -2.128 0.249 0.197
C -0.933 1.035 -0.157
C 0.259 0.331 -0.087
C 1.466 0.942 0.006
C 2.622 0.261 0.248
C 2.406 -1.102 0.135
C 1.406 -1.838 -0.146
C 0.170 -1.052 -0.116
H -3.518 1.999 -0.164
H -3.934 0.338 -0.689
H -4.222 0.657 1.011
H -0.888 2.103 -0.462
H 2.595 2.633 -0.061
H 1.134 2.573 -0.888
H 3.598 0.523 0.290
H 3.445 -1.534 0.222
H 1.363 -2.954 0.070
N 1.599 2.341 0.008
N -0.962 -1.750 -0.161
N -2.110 -1.120 0.026

---

Run b
DFT (ωB97M-V with the def2-TZVPD basis set) results for C9H9N3 in the gas phase.

Orbital gap, eV: 8.071
SMILES: Nc1ccc2ncccc2c1N
Spin multiplicity: 1
Lowest unoccupied orbital energy, eV: 0.25

CARTESIAN COORDINATES (ANGSTROEM)
C -1.925 0.423 -0.120
C -1.398 1.796 -0.076
C -0.110 1.942 -0.173
C 0.837 0.925 0.011
C 2.931 0.310 -0.002
C 2.720 -1.150 -0.048
C 1.394 -1.449 0.233
C 0.336 -0.434 0.187
C -1.084 -0.641 -0.244
H -4.162 0.412 0.124
H -3.389 -0.967 1.019
H -2.084 2.703 -0.210
H 0.196 2.951 -0.239
H 4.002 0.322 0.043
H 3.491 -1.935 -0.165
H 1.192 -2.500 -0.060
H -0.548 -2.581 -0.449
H -2.325 -2.195 -0.857
N -3.267 -0.142 0.318
N 2.177 1.232 0.143
N -1.563 -2.025 -0.149

---

How do the energies compare? Relative to the most stable structure, in kcal/mol: run a 1.9; run b 0.0.

---

Run a
DFT (ωB97M-V with the def2-TZVPD basis set) results for 6 unconnected molecules or ions with the total composition C4H22N2O5S.

Orbital gap, eV: 9.033
SMILES: NCCNCCS.O.O.O.O.O
Spin multiplicity: 1
Lowest unoccupied orbital energy, eV: 0.34

CARTESIAN COORDINATES (ANGSTROEM)
C 0.068 -1.910 0.181
N -0.379 -0.683 -0.426
C -0.209 -0.458 -1.868
C 1.305 -0.731 -2.429
S 2.760 -0.186 -1.517
C -1.011 -2.834 0.864
N -1.643 -2.146 2.008
H 0.842 -2.527 -0.297
H 0.697 -1.584 1.049
H 2.734 1.154 -1.644
H -0.435 0.609 -1.849
H -0.650 -1.108 -2.622
H 1.516 -1.753 -2.762
H 1.192 -0.077 -3.291
H -0.296 -3.549 1.296
H -1.700 -3.396 0.272
H -2.419 -1.542 1.765
H -1.209 -0.346 0.041
H -2.051 -2.838 2.625
H -2.869 1.438 1.929
H -1.501 1.469 1.466
O -2.371 1.179 1.141
H 2.279 -0.065 2.354
H 0.821 0.021 2.447
O 1.607 0.528 2.704
H -3.615 0.902 -0.426
H -3.461 -0.244 -1.337
O -3.927 0.603 -1.289
H 1.212 3.106 -1.352
H 0.795 1.937 -0.408
O 1.440 2.658 -0.537
H 0.045 2.352 2.632
H 1.077 2.371 1.447
O 0.278 2.759 1.803

---

Run b
DFT (ωB97M-V with the def2-TZVPD basis set) results for 6 unconnected molecules or ions with the total composition C4H22N2O5S.

Orbital gap, eV: 9.412
SMILES: CN[C@@H](CN)CS.O.O.O.O.O
Spin multiplicity: 1
Lowest unoccupied orbital energy, eV: 0.28

CARTESIAN COORDINATES (ANGSTROEM)
C -1.417 -0.808 1.411
N -0.279 0.071 1.794
C 0.215 0.740 0.562
C -0.482 2.093 0.396
S 0.344 3.395 -0.643
C 0.163 -0.140 -0.820
N 1.484 -0.028 -1.473
H -2.294 -0.308 1.244
H -1.741 -1.690 2.130
H -1.229 -1.588 0.553
H 0.372 -0.209 2.436
H 1.361 0.875 0.892
H -0.747 2.645 1.419
H -1.497 1.869 -0.010
H -0.289 4.382 -0.229
H -0.197 -1.169 -0.716
H -0.675 0.240 -1.401
H 1.976 0.914 -1.074
H 1.577 0.080 -2.524
H 2.867 -1.851 -1.395
H 1.357 -2.241 -1.665
O 2.226 -2.572 -1.727
H -1.772 0.784 3.267
H -3.244 0.752 3.046
O -2.492 1.376 3.392
H -0.142 -3.731 0.250
H -0.360 -4.193 1.610
O -0.786 -3.566 0.937
H -1.510 1.231 -3.612
H -0.621 1.760 -2.571
O -1.319 2.055 -3.258
H 1.878 -3.513 -0.236
H 2.916 -4.357 0.461
O 2.021 -4.370 0.265

---

How do the energies compare? Relative to the most stable structure, in kcal/mol: run a 0.0; run b 48.0.

---

Run a
DFT (ωB97M-V with the def2-TZVPD basis set) results for C5H8N2O4 in the gas phase.

Orbital gap, eV: 9.885
SMILES: O=NN1C[C@@H](O)C[C@H]1C(=O)O
Spin multiplicity: 1
Lowest unoccupied orbital energy, eV: 0.27

CARTESIAN COORDINATES (ANGSTROEM)
C -1.544 -0.590 -0.103
C -0.190 -1.309 -0.263
C 0.831 -0.331 0.403
C -1.312 0.593 0.816
C 2.282 -0.338 -0.197
H -2.674 0.578 -1.181
H -2.340 -1.246 0.314
H -0.260 -2.305 0.193
H 0.064 -1.404 -1.309
H 0.872 -0.586 1.471
H -1.383 0.362 1.894
H -1.938 1.442 0.608
H 2.617 1.149 0.855
N 0.062 1.020 0.516
N 0.041 1.753 -0.637
O -1.939 -0.068 -1.373
O 1.096 1.796 -1.228
O 3.092 0.628 0.219
O 2.623 -1.145 -1.000

---

Run b
DFT (ωB97M-V with the def2-TZVPD basis set) results for C5H8N2O4 in the gas phase.

Orbital gap, eV: 9.420
SMILES: C=N[C@@H](C/C=[N+](/[O-])O)C(=O)O
Spin multiplicity: 1
Lowest unoccupied orbital energy, eV: 0.26

CARTESIAN COORDINATES (ANGSTROEM)
C 1.620 1.522 -0.008
C -0.432 0.533 0.433
C 2.046 -1.668 -0.673
C 0.838 0.268 -0.379
C -1.443 -0.630 0.211
N -2.683 -0.463 0.045
N 1.520 -0.871 0.145
O 2.533 1.273 0.903
O 1.380 2.596 -0.456
O -3.595 -1.201 -0.279
O -3.129 0.845 0.372
H -0.361 0.436 1.548
H -1.059 1.451 0.237
H 2.090 -1.513 -1.811
H 2.636 -2.574 -0.331
H 0.794 0.400 -1.380
H -1.129 -1.660 0.140
H 2.460 0.331 1.141
H -4.086 0.926 0.143

---

How do the energies compare? Relative to the most stable structure, in kcal/mol: run a 0.0; run b 45.3.